{"formula": "C21H43BN2O12P2S4", "method": "ωB97M-V with the def2-TZVPD basis set", "largest_force_ha_per_bohr": 0.0320, "de_lowest_ev": 0.474, "homo_energy_ev": -7.372, "e_lumo_ev": -0.138, "elements": ["C", "B", "O", "N", "P", "S", "C", "C", "C", "O", "O", "N", "P", "C", "O", "C", "C", "C", "C", "O", "O", "H", "H", "H", "H", "H", "H", "H", "H", "H", "H", "H", "H", "H", "H", "H", "H", "H", "H", "H", "O", "S", "O", "C", "C", "C", "C", "H", "H", "H", "H", "H", "H", "H", "H", "O", "S", "O", "C", "C", "C", "C", "H", "H", "H", "H", "H", "H", "H", "H", "O", "S", "O", "C", "C", "C", "C", "H", "H", "H", "H", "H", "H", "H", "H"], "positions_angstrom": [[2.516, -2.552, -1.007], [3.687, -2.160, -0.075], [4.941, -2.685, -0.199], [3.586, -1.061, 1.031], [4.793, -1.562, 2.273], [4.467, -3.330, 2.971], [2.231, -1.193, 1.715], [1.216, -0.152, 1.334], [-0.200, -0.735, 1.595], [-1.059, 0.085, 1.929], [-0.301, -1.979, 1.427], [1.461, 0.274, -0.060], [0.114, 1.233, -0.687], [-0.948, -0.081, -1.345], [0.716, 1.930, -2.060], [2.659, 1.095, -0.023], [3.905, 0.266, 0.349], [4.972, 1.127, 1.033], [4.718, 1.750, 2.401], [5.646, 2.177, 3.006], [3.463, 1.820, 2.917], [2.352, -1.801, -1.779], [1.580, -2.779, -0.500], [2.820, -3.457, -1.538], [4.993, -3.610, 0.080], [6.072, -1.364, 1.755], [4.536, -0.639, 3.283], [2.372, -1.141, 2.799], [1.797, -2.176, 1.544], [1.312, 0.746, 1.950], [-1.669, -0.332, -0.570], [-0.380, -0.982, -1.589], [-1.464, 0.261, -2.238], [1.049, 1.282, -2.700], [2.540, 1.972, 0.624], [2.829, 1.468, -1.032], [4.332, 0.017, -0.625], [5.941, 0.644, 1.110], [5.139, 1.960, 0.347], [3.310, 1.021, 3.453], [-3.652, 0.056, -3.589], [-3.200, 1.282, -4.201], [-1.792, 1.553, -4.354], [-4.017, 1.466, -5.779], [-5.301, 2.220, -5.450], [-4.901, 3.321, -4.457], [-4.006, 2.670, -3.392], [-4.188, 0.484, -6.213], [-3.362, 2.054, -6.422], [-5.759, 2.629, -6.349], [-6.015, 1.544, -4.985], [-4.345, 4.103, -4.979], [-5.772, 3.788, -4.000], [-3.242, 3.347, -3.020], [-4.586, 2.272, -2.562], [-7.014, -0.434, -4.870], [-7.318, -1.306, -3.758], [-7.947, -0.787, -2.572], [-8.256, -2.702, -4.374], [-7.193, -3.728, -4.755], [-6.160, -3.702, -3.620], [-5.843, -2.231, -3.318], [-8.876, -2.381, -5.207], [-8.880, -3.061, -3.557], [-7.626, -4.718, -4.889], [-6.717, -3.438, -5.695], [-6.583, -4.179, -2.733], [-5.256, -4.247, -3.884], [-5.625, -2.057, -2.269], [-5.026, -1.854, -3.927], [2.294, 0.305, 6.876], [3.597, 0.560, 6.332], [4.031, -0.100, 5.110], [3.830, 2.324, 6.163], [4.423, 2.745, 7.504], [5.473, 1.680, 7.853], [4.832, 0.306, 7.609], [2.875, 2.791, 5.935], [4.532, 2.491, 5.344], [4.860, 3.740, 7.447], [3.643, 2.763, 8.268], [6.342, 1.801, 7.204], [5.816, 1.771, 8.881], [5.550, -0.433, 7.265], [4.314, -0.065, 8.490]], "forces_ev_per_angstrom": [[0.256, -0.651, 0.017], [-0.321, -0.190, -0.552], [0.096, 0.191, 0.567], [0.522, -0.230, -0.087], [-0.413, -1.263, 0.967], [0.096, 0.032, -0.333], [-0.304, 0.249, 0.896], [0.248, 0.648, -0.324], [-0.536, -1.179, -0.025], [0.060, 0.289, -0.128], [0.234, 0.430, -0.073], [0.289, -0.131, -0.339], [-1.067, 1.068, 0.481], [0.266, -0.414, 0.063], [0.728, -0.756, 0.031], [-0.264, -0.159, -0.303], [-0.013, 0.699, -0.294], [-0.541, 0.099, -0.094], [-0.038, -0.317, 0.029], [0.820, 0.478, 0.461], [-0.248, -0.387, -0.514], [-0.193, 0.220, 0.146], [-0.202, 0.405, 0.009], [0.053, -0.038, -0.035], [0.140, -0.039, -0.337], [-0.149, 0.326, -0.256], [0.307, 0.410, -0.353], [0.217, 0.010, 0.032], [0.123, -0.037, -0.308], [-0.046, -0.052, 0.259], [-0.082, -0.074, -0.004], [0.007, -0.021, -0.004], [0.011, 0.154, 0.075], [-0.242, 0.127, -0.161], [0.049, -0.046, 0.234], [0.174, 0.155, 0.033], [0.216, -0.428, 0.118], [0.053, -0.045, -0.068], [-0.025, 0.109, 0.007], [-0.113, 0.147, 0.277], [0.163, -0.067, 0.037], [-0.170, 0.302, -0.281], [0.075, -0.218, 0.089], [-0.253, 0.084, -0.192], [-0.019, 0.122, 0.148], [0.096, -0.056, -0.105], [-0.205, 0.282, 0.012], [0.066, -0.055, 0.090], [0.074, -0.023, 0.044], [0.003, 0.008, -0.006], [-0.017, -0.052, -0.048], [0.029, -0.007, 0.020], [-0.005, -0.013, 0.022], [0.094, -0.120, 0.056], [0.036, -0.102, -0.013], [-0.089, 0.026, 0.008], [0.102, -0.270, 0.170], [-0.055, 0.223, -0.068], [-0.004, -0.236, -0.170], [0.094, 0.041, 0.050], [-0.098, 0.038, 0.001], [0.119, -0.345, -0.037], [0.000, 0.126, 0.045], [0.002, 0.051, 0.037], [-0.005, -0.003, -0.010], [-0.028, 0.008, -0.017], [-0.017, 0.003, -0.001], [0.017, 0.009, 0.011], [-0.002, 0.152, -0.012], [-0.038, 0.115, 0.013], [-0.076, -0.196, -0.150], [0.143, 0.415, 0.324], [-0.308, 0.000, -0.147], [0.159, 0.247, 0.047], [-0.016, -0.147, 0.085], [-0.034, 0.063, -0.068], [0.333, 0.061, 0.113], [-0.054, -0.124, -0.053], [-0.028, -0.043, -0.009], [-0.002, 0.008, -0.017], [-0.018, 0.023, -0.010], [-0.013, -0.007, -0.022], [-0.003, -0.019, 0.010], [-0.094, -0.079, -0.046], [-0.119, -0.012, -0.061]], "lowdin_charge": [0.047, -0.599, 0.102, -0.180, 0.512, 0.309, -0.121, -0.267, -0.720, -0.023, -0.045, -0.235, 0.907, -0.227, -0.320, -0.200, -0.209, -0.067, -0.525, 0.145, 0.073, 0.082, 0.079, 0.079, 0.115, 0.024, -0.026, 0.114, 0.107, 0.132, 0.043, 0.047, -0.004, 0.055, 0.119, 0.112, 0.149, 0.105, 0.150, 0.075, -0.324, 0.662, -0.333, -0.223, -0.219, -0.206, -0.206, 0.108, 0.105, 0.119, 0.081, 0.114, 0.114, 0.104, 0.109, -0.331, 0.673, -0.318, -0.232, -0.223, -0.208, -0.218, 0.105, 0.107, 0.113, 0.117, 0.116, 0.114, 0.111, 0.079, -0.286, 0.698, -0.380, -0.223, -0.210, -0.207, -0.209, 0.118, 0.091, 0.118, 0.121, 0.118, 0.115, 0.104, 0.108]}